ORCA calculation (ωB97M-V/def2-TZVPD) on a structure of composition C23H30B2CdN9O2S2.

HOMO energy, eV: -2.11
Charge: -1

Atoms and positions in Å:
Cd -0.86 -0.56 -1.36
C -0.78 -0.94 3.27
C -1.40 -0.53 2.08
N -0.75 -1.01 1.03
N 0.30 -1.71 1.50
C 0.29 -1.69 2.85
B 1.22 -2.53 0.58
N 0.37 -3.48 -0.28
C 0.41 -4.83 -0.34
C -0.57 -5.24 -1.22
C -1.17 -4.05 -1.65
N -0.60 -3.01 -1.07
N 2.03 -1.57 -0.35
C 3.35 -1.55 -0.57
C 3.64 -0.54 -1.46
C 2.40 0.02 -1.76
N 1.44 -0.60 -1.08
H -1.07 -0.71 4.28
H -2.28 0.08 1.92
H 1.05 -2.22 3.41
H 2.00 -3.16 1.24
H 1.12 -5.39 0.23
H -0.81 -6.25 -1.51
H -1.98 -3.90 -2.36
H 3.99 -2.25 -0.06
H 4.61 -0.26 -1.85
H 2.15 0.85 -2.40
C -3.35 2.64 2.32
S -3.54 3.17 0.59
C -2.74 1.90 -0.29
S -1.09 2.29 -0.97
N -3.46 1.01 -0.98
N -2.85 0.17 -1.72
C -3.52 -0.63 -2.64
C -2.76 -1.32 -3.56
C -3.35 -2.08 -4.64
C -2.57 -2.67 -5.57
C -1.15 -2.58 -5.49
C -0.64 -1.89 -4.42
N -1.36 -1.29 -3.48
H -3.70 3.46 2.95
H -2.31 2.43 2.53
H -3.96 1.75 2.51
H -4.60 -0.60 -2.71
H -4.43 -2.14 -4.69
H -3.03 -3.23 -6.38
H -0.50 -3.05 -6.22
H 0.44 -1.83 -4.29
C 1.02 2.59 3.78
C 1.23 2.30 2.31
C 2.00 1.00 2.13
O -0.06 2.11 1.70
B 0.02 2.59 0.42
O 1.17 3.32 0.20
C 1.82 3.48 1.48
C 1.41 4.85 2.01
C 3.32 3.42 1.28
H 0.64 1.70 4.28
H 0.31 3.40 3.93
H 1.97 2.87 4.25
H 1.42 0.19 2.57
H 2.97 1.04 2.62
H 2.15 0.77 1.08
H 0.32 4.90 2.13
H 1.70 5.61 1.29
H 1.88 5.06 2.97
H 3.61 2.53 0.73
H 3.84 3.44 2.24
H 3.64 4.29 0.70


ORCA calculation (ωB97M-V/def2-TZVPD) on a structure of composition C23H30BF4O5Tb at a distorted geometry.

HOMO energy (alpha / beta), eV: 2.14 / 1.39
Spin multiplicity: 7
Charge: -2

Atoms and positions in Å:
C 0.31 -0.05 -3.23
C 0.10 -0.83 -1.92
C -0.22 1.38 -2.99
C -0.99 1.37 -1.62
H -0.89 1.61 -3.82
H 0.61 2.09 -3.01
C -1.12 -0.21 -1.28
H 0.98 -0.70 -1.28
H -0.04 -1.91 -2.12
C -1.48 -0.87 0.06
H -1.96 -0.50 -1.94
H -2.02 1.72 -1.82
C -0.40 2.35 -0.70
C 1.76 -0.12 -3.69
C -0.40 -0.68 -4.43
O -0.85 -0.03 -5.36
O 2.72 0.12 -2.95
O 1.91 -0.48 -4.97
O -0.49 -2.01 -4.38
C -1.06 -2.57 -5.57
H -1.01 -3.64 -5.43
H -0.46 -2.26 -6.42
H -2.09 -2.21 -5.70
C 3.27 -0.55 -5.40
H 3.76 0.41 -5.22
H 3.21 -0.78 -6.46
H 3.80 -1.33 -4.85
O -0.72 -0.69 1.22
H -1.45 -1.96 -0.14
H -2.54 -0.64 0.28
C -1.28 3.14 0.18
C 1.05 2.35 -0.45
H 1.57 3.19 -0.95
H 1.55 1.42 -0.79
H 1.26 2.46 0.64
H -0.81 3.29 1.16
H -2.24 2.63 0.36
H -1.49 4.12 -0.25
Tb -0.04 -0.09 3.00
C -2.31 -0.30 4.71
C -3.09 -0.53 3.54
C -2.67 -1.77 2.97
H -3.91 0.09 3.19
C -1.60 -2.29 3.76
C -1.40 -1.40 4.86
H -0.74 -1.59 5.71
H -2.44 0.53 5.39
H -3.13 -2.26 2.11
H -1.10 -3.25 3.61
C 2.61 0.24 3.25
C 2.24 -0.81 4.15
C 1.72 -1.89 3.37
H 2.39 -0.81 5.23
C 1.81 -1.53 1.99
C 2.36 -0.21 1.92
H 2.64 0.33 1.01
H 3.08 1.19 3.53
H 1.39 -2.86 3.75
H 1.59 -2.17 1.14
F -0.27 2.23 3.19
B -0.25 2.62 4.70
F 0.23 1.40 5.28
F 0.62 3.66 4.85
F -1.57 2.85 5.05


ORCA calculation (ωB97M-V/def2-TZVPD) on a structure of composition C23H30BN8PdS2 at a distorted geometry.

HOMO energy (alpha / beta), eV: -16.90 / -16.89
Spin multiplicity: 5
Charge: +3

Atoms and positions in Å:
Pd -0.39 0.92 0.02
C 3.03 2.59 -0.83
C 2.88 1.12 -0.57
C 3.81 0.09 -0.73
C 3.20 -1.06 -0.31
C 3.74 -2.46 -0.28
N 1.94 -0.74 0.07
N 1.75 0.63 -0.06
B 0.88 -1.61 0.77
N 0.54 -0.93 2.16
N 0.04 0.42 2.23
C -0.03 0.75 3.48
C -0.46 2.09 3.98
C 0.39 -0.36 4.27
C 0.75 -1.42 3.33
C 1.26 -2.77 3.65
N -0.44 -1.80 -0.04
N -1.48 -0.88 0.03
C -2.52 -1.42 -0.60
C -3.82 -0.69 -0.73
C -2.19 -2.71 -1.03
C -0.88 -2.92 -0.66
C -0.03 -4.13 -0.87
H 3.84 2.77 -1.54
H 3.28 3.12 0.09
H 2.11 3.02 -1.23
H 4.83 0.19 -1.09
H 4.77 -2.45 -0.65
H 3.16 -3.14 -0.91
H 3.75 -2.87 0.73
H 1.36 -2.68 0.98
H -0.16 2.88 3.29
H 0.00 2.29 4.95
H -1.54 2.13 4.13
H 0.44 -0.41 5.36
H 1.24 -2.94 4.73
H 2.29 -2.87 3.30
H 0.67 -3.54 3.15
H -3.73 0.32 -0.33
H -4.60 -1.20 -0.18
H -4.14 -0.64 -1.77
H -2.84 -3.42 -1.52
H -0.62 -4.91 -1.34
H 0.36 -4.52 0.07
H 0.83 -3.92 -1.51
C 1.01 -0.82 -3.24
C 0.10 0.33 -3.33
N -0.44 0.97 -2.34
C -1.25 1.99 -2.78
C -1.30 2.13 -4.19
S -0.35 0.98 -4.91
C -1.97 2.78 -1.87
C -2.83 3.83 -2.21
S -3.50 4.50 -0.84
C -2.61 3.38 0.17
N -1.86 2.56 -0.50
C -2.75 3.42 1.64
H 1.14 -1.12 -2.20
H 1.98 -0.56 -3.67
H 0.62 -1.66 -3.82
H -1.86 2.86 -4.77
H -3.08 4.20 -3.19
H -3.68 3.90 1.95
H -1.93 4.00 2.07
H -2.72 2.41 2.04


ORCA calculation (ωB97M-V/def2-TZVPD) on the molecule C23H30ClNO2.

HOMO energy, eV: -8.13
SMILES: COc1ccc(CC2(CO)CCN([C@@H](C)Cc3ccc(Cl)cc3)CC2)cc1

Atoms and positions in Å:
C -6.46 -1.77 -1.61
O -6.27 -0.68 -0.75
C -5.03 -0.50 -0.20
C -3.93 -1.32 -0.41
C -2.72 -1.03 0.21
C -2.58 0.06 1.04
C -1.26 0.37 1.70
C -0.28 1.20 0.83
C -0.90 2.56 0.46
O -1.82 2.53 -0.60
C 0.11 0.42 -0.43
C 1.34 1.00 -1.11
N 2.46 1.01 -0.19
C 3.75 1.05 -0.87
C 4.89 1.60 -0.02
C 4.09 -0.40 -1.35
C 3.19 -1.44 -0.73
C 2.37 -2.23 -1.52
C 1.49 -3.14 -0.96
C 1.42 -3.25 0.42
Cl 0.29 -4.34 1.14
C 2.25 -2.49 1.23
C 3.13 -1.59 0.65
C 2.19 1.94 0.88
C 0.99 1.43 1.68
C -3.69 0.87 1.27
C -4.90 0.60 0.66
H -6.29 -2.72 -1.10
H -7.50 -1.71 -1.93
H -5.81 -1.71 -2.49
H -4.00 -2.18 -1.05
H -1.89 -1.69 0.04
H -1.44 0.92 2.63
H -0.77 -0.57 1.95
H -1.37 2.99 1.36
H -0.12 3.25 0.14
H -2.55 1.96 -0.35
H 0.34 -0.61 -0.15
H -0.72 0.42 -1.13
H 1.59 0.38 -1.97
H 1.12 2.02 -1.49
H 3.68 1.69 -1.77
H 5.81 1.54 -0.60
H 5.02 1.02 0.89
H 4.72 2.64 0.24
H 4.02 -0.46 -2.43
H 5.13 -0.62 -1.07
H 2.41 -2.14 -2.60
H 0.85 -3.74 -1.58
H 2.20 -2.59 2.30
H 3.77 -1.00 1.28
H 3.04 1.98 1.56
H 2.00 2.96 0.51
H 0.77 2.13 2.49
H 1.27 0.47 2.12
H -3.62 1.71 1.94
H -5.77 1.22 0.83


Please write out number 2 again, unchanged.
ORCA calculation (ωB97M-V/def2-TZVPD) on a structure of composition C23H30BF4O5Tb at a distorted geometry.

HOMO energy (alpha / beta), eV: 2.14 / 1.39
Spin multiplicity: 7
Charge: -2

Atoms and positions in Å:
C 0.31 -0.05 -3.23
C 0.10 -0.83 -1.92
C -0.22 1.38 -2.99
C -0.99 1.37 -1.62
H -0.89 1.61 -3.82
H 0.61 2.09 -3.01
C -1.12 -0.21 -1.28
H 0.98 -0.70 -1.28
H -0.04 -1.91 -2.12
C -1.48 -0.87 0.06
H -1.96 -0.50 -1.94
H -2.02 1.72 -1.82
C -0.40 2.35 -0.70
C 1.76 -0.12 -3.69
C -0.40 -0.68 -4.43
O -0.85 -0.03 -5.36
O 2.72 0.12 -2.95
O 1.91 -0.48 -4.97
O -0.49 -2.01 -4.38
C -1.06 -2.57 -5.57
H -1.01 -3.64 -5.43
H -0.46 -2.26 -6.42
H -2.09 -2.21 -5.70
C 3.27 -0.55 -5.40
H 3.76 0.41 -5.22
H 3.21 -0.78 -6.46
H 3.80 -1.33 -4.85
O -0.72 -0.69 1.22
H -1.45 -1.96 -0.14
H -2.54 -0.64 0.28
C -1.28 3.14 0.18
C 1.05 2.35 -0.45
H 1.57 3.19 -0.95
H 1.55 1.42 -0.79
H 1.26 2.46 0.64
H -0.81 3.29 1.16
H -2.24 2.63 0.36
H -1.49 4.12 -0.25
Tb -0.04 -0.09 3.00
C -2.31 -0.30 4.71
C -3.09 -0.53 3.54
C -2.67 -1.77 2.97
H -3.91 0.09 3.19
C -1.60 -2.29 3.76
C -1.40 -1.40 4.86
H -0.74 -1.59 5.71
H -2.44 0.53 5.39
H -3.13 -2.26 2.11
H -1.10 -3.25 3.61
C 2.61 0.24 3.25
C 2.24 -0.81 4.15
C 1.72 -1.89 3.37
H 2.39 -0.81 5.23
C 1.81 -1.53 1.99
C 2.36 -0.21 1.92
H 2.64 0.33 1.01
H 3.08 1.19 3.53
H 1.39 -2.86 3.75
H 1.59 -2.17 1.14
F -0.27 2.23 3.19
B -0.25 2.62 4.70
F 0.23 1.40 5.28
F 0.62 3.66 4.85
F -1.57 2.85 5.05